No. 1
Molecular formula: C3H7O2S
Method: DFT, the ωB97M-V functional and the def2-TZVPD basis

XYZ file:
```
13
Properties=species:S:1:pos:R:3
O -1.427 -1.709 -1.842
C -0.992 -1.548 -0.727
C 0.234 -0.763 -0.372
C 0.514 -0.657 1.142
S 0.691 1.058 1.726
H -1.524 -2.015 0.133
H 1.082 -1.185 -0.925
H 0.135 0.246 -0.787
H -0.262 -1.203 1.678
H 1.416 -1.240 1.348
H 0.630 3.489 -0.546
H -0.225 2.359 -0.139
O -0.272 3.168 -0.690
```

Summary:
Charge: -1
E_tot: -667.2065 Ha
Molecular weight: 107.2 Da


No. 2
Molecular formula: C3H7O2S2
Method: DFT, the ωB97M-V functional and the def2-TZVPD basis

XYZ file:
```
14
Properties=species:S:1:pos:R:3
O 1.585 1.647 0.029
C 1.059 2.102 1.073
O -0.089 1.835 1.525
H 1.708 2.724 1.667
C -0.651 0.782 -1.604
S -1.267 -0.863 -1.141
S 0.385 -1.673 -0.146
C -0.022 -1.208 1.570
H -0.294 1.403 -0.778
H 0.186 0.685 -2.326
H -1.481 1.266 -2.150
H -1.011 -1.646 1.729
H 0.783 -1.659 2.190
H -0.057 -0.110 1.592
```

Summary:
Charge: -1
E_tot: -1065.4176 Ha
Molecular weight: 139.2 Da


No. 3
Molecular formula: C3H7O3
Method: DFT, the ωB97M-V functional and the def2-TZVPD basis

XYZ file:
```
13
Properties=species:S:1:pos:R:3
O 4.070 -0.586 -0.036
C 3.044 -0.786 0.748
O 1.954 -0.114 0.795
H 2.994 -1.678 1.372
H 0.680 -0.219 0.319
C -1.319 0.266 0.331
O -0.283 -0.654 0.105
C -1.944 0.627 -1.075
H -0.888 1.144 0.771
H -2.042 -0.254 0.931
H -3.084 1.017 -1.009
H -1.826 -0.169 -1.767
H -1.355 1.405 -1.484
```

Summary:
Charge: -1
E_tot: -344.2515 Ha
Molecular weight: 91.1 Da


No. 4
Molecular formula: C3H7O3P
Method: DFT, the ωB97M-V functional and the def2-TZVPD basis

XYZ file:
```
14
Properties=species:S:1:pos:R:3
O 0.779 -2.344 0.036
C 0.996 -1.049 0.528
C 0.927 0.040 -0.246
O 0.959 -0.173 -1.607
P 1.288 1.749 0.346
H 0.689 -2.144 -0.881
H 1.031 -0.981 1.582
H 0.453 0.534 -1.909
H -0.061 2.096 0.474
H 1.356 1.271 1.635
C -2.185 0.225 0.035
O -2.448 0.345 -1.124
H -2.133 -0.690 0.695
H -1.651 1.121 0.436
```

Summary:
Charge: 0
E_tot: -685.4768 Ha
Molecular weight: 122.1 Da


No. 5
Molecular formula: C3H7O3PS
Method: DFT, the ωB97M-V functional and the def2-TZVPD basis

XYZ file:
```
15
Properties=species:S:1:pos:R:3
C 0.129 -0.534 1.323
C -0.150 -0.047 -1.146
C 0.579 0.158 0.185
O 2.436 1.528 1.443
O 3.211 0.329 -0.679
O 1.897 2.469 -0.914
P 2.017 1.280 -0.008
S 1.217 -3.147 -0.077
H -0.938 -0.695 1.488
H 0.498 -2.049 0.642
H 0.578 -0.231 2.262
H -1.222 -0.106 -1.072
H 0.164 -1.047 -1.484
H 0.118 0.806 -1.849
H 2.860 -0.495 -0.304
```

Summary:
Multiplicity: 3
Charge: -2
E_tot: -1083.7087 Ha
Molecular weight: 154.1 Da
Expectation value of S²: 2.01


No. 6
Molecular formula: C3H7O3PS
Method: DFT, the ωB97M-V functional and the def2-TZVPD basis

XYZ file:
```
15
Properties=species:S:1:pos:R:3
C 1.853 -1.228 0.694
C 1.457 0.051 0.543
C 1.026 0.781 -0.792
O -0.378 0.619 -1.080
P -1.475 0.276 0.146
O -0.931 0.297 1.498
O -2.560 1.339 -0.272
S -2.216 -1.557 -0.358
H 1.684 -2.014 0.072
H 2.463 -1.484 1.565
H 1.380 0.737 1.480
H 1.226 1.832 -0.781
H 1.647 0.277 -1.548
H -3.119 1.538 0.488
H -2.057 -1.466 -1.655
```

Summary:
Charge: 0
E_tot: -1083.8051 Ha
Molecular weight: 154.1 Da